1.
C41H32B12Br6N8O3SY as an isolated structure at a distorted geometry. Source: OMol25; level of theory: the ωB97M-V functional and the def2-TZVPD basis.

Positions of all 104 atoms, in Å:
Y: 0.53155 0.51921 0.96251
Br: -3.61892 -2.59325 -2.50282
Br: 0.29016 -1.10297 -2.50444
Br: 2.45798 -4.05754 -2.77717
Br: -0.86353 -4.20332 -4.70908
Br: -1.84897 -1.24878 0.58212
Br: 1.78948 -2.19528 0.48857
S: 0.07776 -1.44072 4.31954
O: 0.12724 -1.13050 2.83529
O: -2.12872 -0.12656 -3.87796
O: -0.14545 0.41893 -4.90183
N: 2.43102 1.03922 1.92111
N: 0.00038 2.30349 -2.20431
N: -2.38760 2.23693 1.86081
N: -0.93218 1.87602 -0.03071
N: 3.93532 0.83626 0.06460
N: -0.17114 1.70301 2.67647
N: 1.72427 1.30345 -0.80985
N: 1.67742 1.27810 4.18340
C: -1.46766 2.09977 2.82216
C: 3.60677 0.65781 1.32720
C: 4.87520 2.94669 -3.76392
C: -2.83500 2.85772 4.90240
C: -2.13338 2.17972 0.56882
C: -0.38445 2.39986 6.26444
C: 3.84501 0.27638 3.57807
C: 4.41319 -0.17142 4.76316
C: 4.50497 0.12304 2.35693
C: 3.53669 1.93235 -2.09287
C: 1.12706 -2.86410 4.51520
C: -1.20157 0.97442 -5.62485
C: -4.26786 3.58726 -2.73942
C: -2.92604 3.24148 -2.79342
C: -3.07861 2.62677 -0.45323
C: -1.49319 -2.24326 4.55862
C: 2.45535 3.09487 -3.92957
C: 2.55011 0.89205 3.27877
C: -2.39311 0.63429 -5.01805
C: -1.14407 1.75862 -6.74998
C: 3.71485 3.37645 -4.42804
C: -4.42084 2.97420 -0.39509
C: 4.80306 2.22412 -2.58721
C: -0.50207 2.17837 4.89618
C: -2.35128 2.73025 -1.63842
C: -1.06988 -5.65324 -0.39180
C: -3.57602 1.82204 -6.65580
C: -2.71854 3.07332 6.26461
C: -3.61043 1.03341 -5.50630
C: -5.00991 3.43963 -1.55987
C: 5.75546 -0.47126 2.27988
C: -2.37173 2.18184 -7.25921
C: 3.09451 1.29324 -0.86518
C: 1.26166 1.97328 -1.91405
C: 6.32174 -0.92427 3.46330
C: -1.50673 2.84729 6.93748
C: -1.70843 2.40349 4.22632
C: -0.99615 2.26282 -1.33951
C: 2.38460 2.36142 -2.75074
C: 5.65684 -0.77864 4.68779
C: 0.44697 1.72053 3.89649
B: -2.23245 -4.42394 -0.25044
B: -0.40611 -2.91300 -1.78750
B: -0.22112 -5.70528 -1.86382
B: -2.08474 -3.50213 -1.76099
B: 0.76228 -4.24909 -1.86377
B: -0.80602 -4.29700 -2.77854
B: -0.77865 -0.21057 -3.87765
B: -1.28657 -2.94853 -0.24798
B: 0.55351 -5.15247 -0.35823
B: -1.94012 -5.25544 -1.79611
B: -0.69310 -4.36036 0.63730
B: 0.44148 -3.40280 -0.30411
H: -0.20089 2.02586 -7.21307
H: 1.55479 3.43706 -4.42539
H: -1.30263 -6.60303 0.06251
H: 6.26121 -0.57706 1.32770
H: 5.69358 1.89903 -2.06268
H: 2.14356 -2.53979 4.28422
H: -4.98062 2.88044 0.52913
H: -3.76403 3.03806 4.37454
H: -2.75534 -5.99423 -2.22284
H: -2.38562 2.80400 -8.14547
H: 7.29496 -1.39992 3.44245
H: 0.55819 2.23631 6.77635
H: -4.53779 0.74780 -5.02305
H: -3.57492 3.42975 6.82304
H: 3.89828 -0.04607 5.71068
H: -6.05967 3.70839 -1.55785
H: 5.84418 3.19953 -4.17736
H: -4.50750 2.16468 -7.08725
H: -1.45137 3.03376 8.00214
H: 1.37358 -5.82914 0.16131
H: -1.50387 -3.23112 4.09622
H: 3.81092 3.94935 -5.34234
H: -3.24296 -4.60953 0.33571
H: -2.34318 3.37477 -3.69819
H: -1.66717 -2.30797 5.63626
H: 0.80334 -3.64745 3.82696
H: -2.24235 -1.59373 4.10491
H: -4.75095 3.98204 -3.62537
H: -0.68642 -4.51006 1.81302
H: 0.08420 -6.74676 -2.33018
H: 1.06818 -3.19411 5.55668
H: 6.12671 -1.14857 5.59153

Properties
* molecular weight: 1414.90 g mol⁻¹
* orbital gap (alpha / beta): 0.18210 / 0.18465 Eh
* spin multiplicity: 1
* net charge: +1

These are the Löwdin partial charges, in e, on atoms 1 to 2: 1.230 0.945

2.
One molecule with the formula C3H8N2S at a distorted geometry. Source: OMol25; level of theory: the ωB97M-V functional and the def2-TZVPD basis.

Positions of all 14 atoms, in Å:
S: -0.36788 0.92897 0.69787
N: -1.13640 1.58459 -0.43798
N: -1.30398 -0.93291 0.81310
C: 1.00780 0.32512 -0.29125
C: 2.06507 -0.40318 0.47635
C: -2.10615 -0.92786 -0.13433
H: -2.72029 -1.85307 -0.25688
H: 0.54008 -0.20485 -1.05182
H: 1.32477 1.20108 -0.87669
H: -2.11058 1.97184 -0.23493
H: 2.52521 0.22303 1.21411
H: -2.37532 0.04574 -0.71140
H: 1.73299 -1.27974 1.05503
H: 2.92466 -0.67875 -0.26118

Properties
* molecular weight: 104.18 g mol⁻¹
* orbital gap: 0.34693 Eh
* spin multiplicity: 1
* net charge: 0

These are the Löwdin partial charges, in e, on atoms 1 to 2: 0.894 -0.452